P) 2 unconnected molecules or ions with the total composition C4H10N4O. Source: the Open Molecules 2025 dataset; level of theory: ωB97M-V with the def2-TZVPD basis set.

Last column: natural (NBO) charge in e.
Atoms and positions in Å:
N: 0.14482 0.16296 3.00417  -0.83
C: -0.41613 -0.33062 1.78226  -0.10
N: 0.53352 -0.79921 0.85423  -0.54
C: 0.21319 -1.04780 -0.35773  0.67
N: 1.18218 -1.34376 -1.31126  -0.85
O: -1.07081 -1.35240 -0.73247  -0.70
H: 0.90759 0.80036 2.80416  0.36
H: 0.49689 -0.59201 3.58147  0.35
H: -0.91336 0.60583 1.19967  0.21
H: -1.19251 -1.06980 2.00055  0.17
H: 1.02601 -2.20127 -1.82179  0.38
H: 2.11399 -1.29506 -0.93122  0.40
H: -1.14170 -1.30720 -1.69744  0.49
C: 0.39003 1.66187 -2.06191  -0.64
C: -0.41272 1.50584 -1.04779  0.40
N: -1.18965 1.72944 -0.10078  -0.66
H: 1.25036 1.01901 -2.19698  0.25
H: 0.22727 2.44576 -2.79234  0.25
H: -2.14897 1.40806 -0.17481  0.39

Results
Kohn-Sham gap: 9.109 eV
Total charge: 0
SMILES string: NC/N=C(/N)O.C=C=N
E_HOMO: -8.56 eV

---

Q) A single C4H10N4O molecule. Source: the Open Molecules 2025 dataset; level of theory: ωB97M-V with the def2-TZVPD basis set.

Last column: natural (NBO) charge in e.
Atoms and positions in Å:
C: -2.55083 0.16896 0.62411  -0.73
C: -1.44914 -0.37589 -0.26133  0.73
O: -1.72481 -1.20816 -1.11847  -0.55
N: -0.29030 0.60860 -0.33628  -0.33
N: -0.32448 2.01631 -0.24572  -0.67
C: 0.84991 -0.10779 -0.05993  0.42
C: 2.21928 0.48076 -0.25461  -0.69
N: 0.53151 -1.35494 0.18657  -0.34
N: 1.50234 -2.30755 -0.02049  -0.67
H: -3.11374 0.93063 0.07804  0.24
H: -2.15318 0.61765 1.53693  0.21
H: -3.26426 -0.62652 0.85027  0.25
H: 0.44057 2.47471 0.25075  0.36
H: -1.09390 2.51316 0.19603  0.37
H: 2.28214 1.43914 0.26469  0.21
H: 2.99594 -0.19147 0.11167  0.25
H: 2.39576 0.66030 -1.31882  0.24
H: 1.48793 -2.59906 -1.00075  0.35
H: 1.25928 -3.13882 0.51734  0.36

Results
Kohn-Sham gap: 8.390 eV
Total charge: 0
SMILES string: CC(=O)N(N)/C(C)=N/N
E_HOMO: -7.61 eV

---

R) A single C4H10N4O molecule. Source: the Open Molecules 2025 dataset; level of theory: ωB97M-V with the def2-TZVPD basis set.

Last column: natural (NBO) charge in e.
Atoms and positions in Å:
C: 2.27521 1.38182 0.24275  -0.44
N: 1.06132 0.87041 -0.44317  -0.63
C: 0.58649 -0.36736 0.08423  0.54
N: -0.59608 -0.81984 0.03026  -0.40
N: -1.59627 0.14568 -0.23171  -0.30
C: -2.82496 0.01437 0.76596  -0.30
C: -2.95370 -0.33037 -0.70781  -0.25
N: 1.57221 -1.43003 0.38467  -0.33
O: 2.93452 -1.11543 -0.23206  -0.62
H: 2.04681 1.84536 1.29462  0.19
H: 3.04524 0.64086 0.22398  0.25
H: 2.63365 2.21935 -0.49251  0.19
H: 0.14763 1.48116 -0.02409  0.41
H: -2.79163 -0.96620 1.38092  0.21
H: -3.56510 0.79699 0.98642  0.22
H: -3.36377 0.29357 -1.42777  0.20
H: -3.05564 -1.40110 -0.92251  0.20
H: 1.36715 -2.41475 0.44252  0.40
H: 3.07695 -0.84450 -1.35468  0.47

Results
Kohn-Sham gap: 9.190 eV
Total charge: 0
SMILES string: CN/C(=N\N1CC1)NO
E_HOMO: -8.62 eV

---

S) A single C4H10N4O molecule. Source: the Open Molecules 2025 dataset; level of theory: ωB97M-V with the def2-TZVPD basis set.

Last column: natural (NBO) charge in e.
Atoms and positions in Å:
H: 1.18376 -2.43825 -1.90264  0.35
N: 0.66628 -1.58461 -1.71369  -0.70
C: 1.36976 -0.68740 -1.09879  0.10
C: 0.78719 0.49200 -0.54424  0.09
N: 1.56420 1.47457 0.13847  -0.85
N: -0.50382 0.92195 -1.06944  -0.59
C: -0.82564 0.21098 0.11269  0.35
C: -1.12966 0.90054 1.40861  -0.67
N: -1.37497 -1.02898 -0.13932  -0.35
O: -1.22797 -1.91081 0.98165  -0.60
H: 2.41798 -0.84789 -0.81693  0.16
H: 2.12719 2.02862 -0.49875  0.36
H: 2.16787 1.06817 0.84298  0.37
H: -0.63200 1.92349 -0.98394  0.37
H: -1.05722 0.20743 2.24322  0.24
H: -0.43716 1.72665 1.55961  0.24
H: -2.14522 1.30241 1.37026  0.22
H: -0.84304 -1.46331 -0.97582  0.42
H: -2.10752 -2.29557 1.08605  0.47

Results
Kohn-Sham gap: 8.670 eV
Total charge: 0
SMILES string: [H]/N=C/[C@@]1(N)N[C@@]1(C)NO
E_HOMO: -7.77 eV

---

It comes down to P), which is 88.5 kJ/mol more stable than the next structure.

---

P) 2 unconnected molecules or ions with the total composition BrH4N2OP. Source: the Open Molecules 2025 dataset; level of theory: ωB97M-V with the def2-TZVPD basis set.

Last column: natural (NBO) charge in e.
Atoms and positions in Å:
N: 0.33918 0.78600 -1.52514  -1.24
N: 0.14038 0.98833 1.05359  -1.17
O: 0.40470 -2.17199 -0.07262  -0.98
P: -0.34649 0.12245 -0.29771  1.77
Br: -2.42046 -0.38882 -0.07643  -0.11
H: 0.26220 0.43311 -2.51117  0.43
H: -0.13199 1.08285 1.99564  0.44
H: 0.99230 1.28202 0.61777  0.43
H: 0.76019 -2.13396 0.81607  0.43

Results
Kohn-Sham gap (spin up / spin down): 8.909 / 8.911 eV
Total charge: 0
E_HOMO (spin up / spin down): -9.60 / -9.60 eV

---

Q) 2 unconnected molecules or ions with the total composition BrH4N2OP. Source: the Open Molecules 2025 dataset; level of theory: ωB97M-V with the def2-TZVPD basis set.

Last column: natural (NBO) charge in e.
Atoms and positions in Å:
N: -0.88624 0.82903 -1.25561  -1.19
N: 1.80057 -0.55656 0.57030  -1.07
O: -1.71168 1.35376 1.33286  -0.96
P: -1.58274 0.56654 0.10700  1.96
Br: -3.33278 -0.87444 -0.11935  -0.23
H: -0.56521 0.00789 -1.76093  0.41
H: 2.45199 -1.10814 0.93240  0.35
H: 2.04752 0.44694 0.67143  0.37
H: 1.77858 -0.66502 -0.47811  0.35

Results
Kohn-Sham gap: 9.236 eV
Total charge: 0
E_HOMO: -10.48 eV

---

R) 2 unconnected molecules or ions with the total composition BrH4N2OP. Source: the Open Molecules 2025 dataset; level of theory: ωB97M-V with the def2-TZVPD basis set.

Last column: natural (NBO) charge in e.
Atoms and positions in Å:
N: -2.30043 -0.11587 -0.45197  -1.25
N: -0.51100 -2.04088 -0.26551  -1.19
O: 0.35036 0.39019 0.12089  -1.04
P: -0.81674 -0.44037 -0.17048  2.22
Br: 3.76637 3.73402 0.88719  -0.21
H: -2.46672 0.87958 -0.41677  0.40
H: 0.38701 -2.41176 -0.00311  0.43
H: -1.29855 -2.65714 -0.33913  0.43
H: 2.88969 2.66222 0.63889  0.21

Results
Kohn-Sham gap: 10.754 eV
Total charge: 0
E_HOMO: -10.54 eV

---

It comes down to R), which is 98.5 kJ/mol more stable than the next structure.

---

P) A molecular structure, C22H43N2P3ScSe. Source: the Open Molecules 2025 dataset; level of theory: ωB97M-V with the def2-TZVPD basis set.

Last column: Mulliken charge in e.
Atoms and positions in Å:
Sc: -0.06833 0.22922 0.15875  -0.50
P: -2.25483 -1.78914 0.16453  1.80
P: 2.44092 -0.15194 3.15612  0.95
P: 1.36771 -1.39334 -1.41332  1.16
H: -3.33969 1.98988 -3.47454  0.29
C: -3.23904 0.89825 -3.42474  -0.78
C: -2.47850 0.34123 -2.47865  0.47
H: -2.03011 1.04094 -1.76273  -0.01
C: -3.84580 -1.30404 0.84413  -1.17
C: -1.50724 -2.97029 1.31657  -1.13
C: -2.69971 -2.86178 -1.21451  -1.42
C: 3.33368 1.27410 2.57351  -1.25
C: 1.51519 0.24234 4.62038  -1.04
C: 3.53448 -1.53034 3.46791  -1.21
C: 0.94064 -1.15264 -3.17704  -1.22
C: 1.32238 -3.21902 -1.26087  -1.23
C: 3.17949 -1.13257 -1.49957  -1.13
H: -3.76526 0.31469 -4.19078  0.30
H: -2.42143 -0.75578 -2.43691  -0.15
H: -4.33806 -0.56384 0.20133  0.39
H: -3.74556 -0.88873 1.85269  0.33
H: -4.45067 -2.22066 0.88950  0.45
H: -1.43612 -2.52884 2.31542  0.25
H: -0.52351 -3.31889 0.97595  0.30
H: -2.18418 -3.83468 1.37573  0.60
H: -3.53357 -2.43648 -1.78056  0.55
H: -3.00649 -3.81369 -0.76264  0.54
H: -1.84346 -3.03807 -1.87043  0.35
H: 4.09155 1.57650 3.31809  0.54
H: 2.62822 2.10455 2.41349  0.35
H: 3.86989 1.08772 1.63220  0.37
H: 2.11709 0.89880 5.26554  0.46
H: 1.25420 -0.67649 5.16440  0.40
H: 0.60998 0.79848 4.35900  0.24
H: 4.37041 -1.17072 4.09015  0.44
H: 3.95258 -1.92804 2.52738  0.41
H: 2.99314 -2.31873 4.01839  0.41
H: 1.66710 -1.73064 -3.77057  0.51
H: 0.98555 -0.08595 -3.45130  0.21
H: -0.07702 -1.51448 -3.37807  0.32
H: 1.80111 -3.66751 -2.14345  0.45
H: 0.29393 -3.59151 -1.16931  0.23
H: 1.88038 -3.52737 -0.36644  0.38
H: 3.55765 -1.58582 -2.42922  0.48
H: 3.67762 -1.61459 -0.64753  0.36
H: 3.40034 -0.05560 -1.48361  0.28
C: 1.18017 2.79315 -2.09231  0.34
C: -0.17190 3.07952 -2.38739  -0.19
C: -0.52714 3.31923 -3.71261  -0.43
C: 0.46190 3.37073 -4.71141  -0.68
C: 1.81911 3.32456 -4.36566  -0.50
C: 2.18546 3.06647 -3.04847  -0.70
Se: 1.66302 2.02411 -0.46459  -0.58
H: -1.55962 -0.68056 -0.63939  -0.39
H: -0.91343 3.07342 -1.57915  0.51
H: -1.57859 3.46227 -3.96881  0.46
H: 0.15450 3.50177 -5.74333  0.44
H: 2.59217 3.47409 -5.11556  0.42
H: 3.22373 2.96218 -2.74069  0.43
N: 1.34312 -0.65166 1.92074  -0.01
C: -1.23069 0.50362 1.94780  0.16
C: -1.76411 0.41493 3.21591  -0.58
C: -2.24380 1.60283 3.77633  -0.25
C: -2.37296 2.74496 2.97509  -1.10
C: -1.93989 2.72582 1.65701  -0.18
N: -1.29974 1.61531 1.18598  0.14
H: 1.72589 -1.48281 1.44281  0.13
H: 0.51230 -0.96302 2.45293  0.11
H: -1.78710 -0.53913 3.74369  0.50
H: -2.56594 1.63564 4.82006  0.56
H: -2.81642 3.65605 3.36168  0.51
H: -2.08667 3.54203 0.95489  0.55

Results
Kohn-Sham gap: 5.263 eV
Total charge: +3
E_HOMO: -14.93 eV

---

Q) A molecular structure, C22H43N2P3ScSe. Source: the Open Molecules 2025 dataset; level of theory: ωB97M-V with the def2-TZVPD basis set.

Last column: Mulliken charge in e.
Atoms and positions in Å:
Sc: -0.72879 -2.74452 3.48922  1.07
P: 1.21648 1.42362 2.07870  0.96
P: -2.95644 1.73655 -0.95727  1.10
P: 3.14725 1.15821 -1.99275  0.74
H: 1.79149 -2.96858 3.86448  0.23
C: 1.28652 -2.43031 3.03420  -0.67
C: 0.58413 -3.18913 1.99435  -0.52
H: 0.63247 -4.29231 1.99422  0.33
C: 0.28122 0.69581 3.48663  -0.74
C: 0.65901 3.17070 2.21419  -1.55
C: 2.91377 1.61575 2.76496  -1.28
C: -2.83604 0.52000 -2.26940  -1.15
C: -4.47613 1.50056 -0.03946  -0.91
C: -2.93639 3.36864 -1.70672  -1.21
C: 4.38253 -0.03568 -1.51400  -1.15
C: 3.35991 2.71451 -1.13660  -0.71
C: 2.91012 1.37172 -3.74895  -1.36
H: 1.77017 -1.47206 2.84231  -0.03
H: 0.26464 -2.77504 1.02286  0.02
H: 0.94113 0.01586 4.04519  0.47
H: -0.57377 0.11803 3.08206  -0.24
H: -0.12789 1.46449 4.16090  0.51
H: -0.35933 3.17137 2.62152  0.53
H: 0.65316 3.61967 1.21166  0.29
H: 1.34094 3.74719 2.85378  0.45
H: 3.23524 0.67177 3.22720  0.38
H: 2.93440 2.43915 3.49256  0.45
H: 3.60057 1.85726 1.93824  0.40
H: -3.83183 0.40563 -2.72121  0.46
H: -2.50710 -0.44957 -1.86958  0.28
H: -2.12278 0.85153 -3.03867  0.35
H: -5.30205 1.36337 -0.75312  0.48
H: -4.66302 2.38082 0.59465  0.42
H: -4.39827 0.61404 0.60461  0.06
H: -3.79603 3.45795 -2.38810  0.42
H: -2.00595 3.51020 -2.27540  0.34
H: -2.99521 4.14715 -0.93291  0.37
H: 5.36400 0.44149 -1.65226  0.47
H: 4.32945 -0.93595 -2.13808  0.43
H: 4.27917 -0.32906 -0.45985  0.37
H: 4.43747 2.95657 -1.11572  0.45
H: 2.95557 2.67999 -0.11246  -0.07
H: 2.85906 3.51826 -1.69676  0.45
H: 3.88688 1.29831 -4.24084  0.47
H: 2.48538 2.37053 -3.91694  0.40
H: 2.22951 0.62566 -4.18094  0.51
C: 1.45782 -1.84356 -2.41286  1.30
C: 0.55502 -2.84533 -2.04372  -0.31
C: 0.62843 -4.10102 -2.66597  -0.75
C: 1.58191 -4.33455 -3.65978  -0.49
C: 2.45388 -3.31691 -4.06225  -1.03
C: 2.37498 -2.06042 -3.43392  -0.28
Se: 1.13122 0.07381 -1.58103  0.30
H: 1.44209 0.06840 -0.13883  0.08
H: -0.22200 -2.65599 -1.30633  0.34
H: -0.07134 -4.89178 -2.39383  0.42
H: 1.62258 -5.29906 -4.17599  0.40
H: 3.18023 -3.48221 -4.86121  0.43
H: 3.04417 -1.27328 -3.78523  0.23
N: -1.73256 1.47293 0.08594  0.39
C: -2.26564 -1.27445 3.14374  -0.51
C: -3.28123 -0.37161 3.44736  -0.22
C: -4.56906 -0.70207 3.01722  -0.37
C: -4.76415 -1.76065 2.11534  -0.58
C: -3.67774 -2.53240 1.71702  -0.47
N: -2.46255 -2.35838 2.34159  -0.28
H: -0.81999 1.17706 -0.25589  -0.55
H: -1.72676 1.89239 1.01040  0.02
H: -3.07944 0.52002 4.04667  0.50
H: -5.43376 -0.13408 3.36893  0.46
H: -5.75927 -2.01126 1.73878  0.42
H: -3.72145 -3.33571 0.98335  0.52

Results
Kohn-Sham gap: 2.939 eV
Total charge: +3
E_HOMO: -12.65 eV

---

It comes down to P), which is 412.2 kJ/mol more stable than the next structure.

---

P) A single C6H10N2O5 molecule. Source: the Open Molecules 2025 dataset; level of theory: ωB97M-V with the def2-TZVPD basis set.

Last column: natural (NBO) charge in e.
Atoms and positions in Å:
N: -1.11831 -0.45180 1.33142  -0.82
C: -0.80629 -0.21096 -0.00896  -0.17
C: -1.99593 0.16558 -0.92144  -0.54
C: -3.43220 0.06929 -0.33012  0.79
O: -4.30975 0.05575 -1.22537  -0.60
O: -3.66794 0.05236 0.97319  -0.68
C: -0.00604 1.10097 0.05613  0.69
O: -0.49531 2.20686 0.06239  -0.59
N: 1.33772 0.92874 0.13669  -0.64
C: 2.03690 -0.38475 -0.01551  -0.36
C: 3.57873 0.11325 -0.15095  0.80
O: 3.81494 1.25592 0.07011  -0.55
O: 4.52490 -0.79251 -0.46944  -0.67
H: -0.27167 -0.75531 1.72872  0.37
H: -1.70965 -1.37731 1.30735  0.36
H: -0.34756 -1.03996 -0.40886  0.18
H: -1.96384 1.19723 -1.28288  0.28
H: -1.99885 -0.47760 -1.82811  0.24
H: -2.84426 0.14552 1.50775  0.52
H: 1.88693 1.77397 0.27217  0.44
H: 1.82143 -0.93406 1.07190  0.22
H: 1.76498 -1.08286 -0.92834  0.23
H: 4.20110 -1.55834 -0.94788  0.50

Results
Kohn-Sham gap: 9.479 eV
Total charge: 0
SMILES string: N[C@@H](CC(=O)O)C(=O)NCC(=O)O
E_HOMO: -9.75 eV

---

Q) A single C6H10N2O5 molecule. Source: the Open Molecules 2025 dataset; level of theory: ωB97M-V with the def2-TZVPD basis set.

Last column: natural (NBO) charge in e.
Atoms and positions in Å:
N: 0.47815 0.33891 1.63967  -0.87
C: 0.89726 0.98650 0.31800  -0.13
C: 1.23879 -0.28127 -0.60718  -0.54
C: 2.50708 -0.91103 -0.17342  0.81
O: 3.03085 -1.07556 0.99330  -0.59
O: 3.16339 -1.35007 -1.42219  -0.71
C: -0.33644 1.76242 -0.26300  0.67
O: -0.18713 2.72634 -0.99179  -0.59
N: -1.50716 1.01426 -0.24994  -0.67
C: -1.98956 -0.01395 0.64767  -0.38
C: -2.61948 -1.22428 -0.12517  0.78
O: -3.04293 -2.14593 0.46235  -0.54
O: -2.32346 -1.29738 -1.48776  -0.69
H: 1.38002 -0.01084 2.04540  0.42
H: 0.01984 1.04146 2.20372  0.37
H: 1.65383 1.86110 0.22800  0.23
H: 1.25499 0.01872 -1.61165  0.26
H: 0.32397 -0.97756 -0.31801  0.27
H: 4.13964 -1.66796 -1.17264  0.50
H: -2.23405 1.58495 -0.82558  0.40
H: -2.70798 0.36926 1.28101  0.21
H: -1.12522 -0.32298 1.19937  0.30
H: -2.01441 -0.42511 -1.77018  0.49

Results
Kohn-Sham gap: 10.450 eV
Total charge: 0
SMILES string: N[C@@H](CC(=O)O)C(=O)NCC(=O)O
E_HOMO: -10.21 eV

---

It comes down to P), which is 9.7 kJ/mol more stable than the next structure.